# C25H46AsB2BeBr4Cl5CsF13Li2N2O7

C25H46AsB2BeBr4Cl5CsF13Li2N2O7 as an isolated structure in a non-equilibrium geometry (wB97M-V/def2-TZVPD, OMol25).

Last column: Mulliken charge in e.
Positions of all 109 atoms, in Å:
Cs: 6.4934 -3.7514 4.5851  1.03
Br: -2.8699 -3.3714 -1.8313  -0.03
Br: 1.6434 -5.7325 -3.3870  0.01
Br: -6.9422 -3.0028 0.2613  -0.15
Br: 0.9117 3.8539 -5.5642  -0.54
As: 6.6489 -2.9253 0.8982  2.11
Cl: -0.1507 -0.4863 6.9743  -0.10
Cl: 2.3771 -1.8804 6.8031  -0.09
Cl: -1.1764 2.1632 2.7287  -0.01
Cl: 0.7374 -1.5355 4.4369  -0.02
Cl: -0.0944 -3.3358 6.5432  -0.09
F: 11.5580 -6.3716 1.8263  -0.34
F: 5.2468 -3.8123 1.4650  -0.56
F: 9.5103 -5.8304 2.6960  -0.40
F: 7.5495 -4.3879 0.7992  -0.51
F: 9.6534 -7.0885 0.7850  -0.36
F: -6.1571 -2.9393 -2.3609  -0.21
F: 5.7742 -1.4493 1.0334  -0.48
F: 10.1855 -4.8121 0.7669  -0.45
F: 8.1002 -2.0394 0.3450  -0.59
F: -5.3050 -4.5003 -1.1721  -0.22
F: 7.2037 -2.7241 2.5827  -0.56
F: 6.1378 -3.1038 -0.7238  -0.46
F: -4.4420 -1.2106 -1.6746  -0.20
O: -3.3228 0.6671 0.1022  0.53
O: -2.3712 4.7958 1.5458  -0.64
O: 2.9188 -2.5533 -1.1731  -0.29
O: -0.8187 4.6927 -3.5420  -0.62
O: -3.9168 2.4761 1.3748  -0.76
O: 0.4097 -1.5549 1.1571  -0.44
O: -5.6459 4.2570 -0.3157  -0.57
N: -6.6357 2.2265 -0.3793  0.08
N: -0.8916 1.8538 1.0085  0.07
C: -1.0757 0.3694 0.8512  0.06
C: -1.3773 2.3225 -1.3805  -1.76
C: -5.6380 -3.1898 -1.1646  0.70
C: -1.7941 2.6372 0.1006  0.28
C: 2.3051 -2.5906 0.0897  -1.08
C: 3.4069 2.6641 -0.1413  -0.23
C: -1.2578 5.2906 -0.6494  -0.85
C: -0.0976 -0.4180 1.7935  -2.71
C: -4.0176 -2.0836 0.5213  -1.34
C: 1.6718 -2.3383 -3.3143  -0.92
C: -2.6015 -1.5532 0.8258  -0.71
C: -7.1734 2.3042 0.9559  -1.08
C: -2.5534 -0.0204 1.0794  0.01
C: -6.4624 0.8471 -0.8641  -0.75
C: 1.6133 -1.2554 0.4432  1.19
C: 1.1125 3.1710 -1.2084  -0.25
C: -4.1186 2.6105 -1.0183  -0.57
C: 0.7164 -1.8104 6.1942  0.31
C: 2.2470 -3.2586 -2.1999  -0.65
C: -4.2937 -2.3599 -0.9517  0.36
C: 2.5803 2.6934 -1.4290  -1.08
C: 0.1213 2.0805 -1.6327  -0.20
C: -5.5111 3.0707 -0.5362  -0.20
C: -3.2549 2.0851 0.1884  -0.82
C: 4.5833 1.6502 -0.1783  -1.13
B: 10.2432 -6.0649 1.5185  0.60
B: -1.8117 4.2635 0.3920  1.24
Be: 3.0527 -7.6225 -4.1146  0.61
Li: -8.9640 4.2062 1.2963  1.00
Li: 9.4681 -3.0314 1.0016  0.95
H: -1.5386 4.6353 -4.1794  0.26
H: 0.9900 3.5512 -0.1800  0.17
H: -0.8373 0.0293 -0.1577  0.71
H: 0.5025 1.1327 -1.2180  -0.79
H: -6.0223 0.8282 -1.8569  0.41
H: 1.3734 -0.6682 -0.4546  -0.62
H: 1.6080 -3.4222 0.2505  0.37
H: -4.7242 -1.3124 0.8400  0.25
H: 3.8005 3.6675 0.0592  0.40
H: 2.3309 -0.6848 1.0508  0.12
H: -2.2978 -1.9958 1.7817  0.41
H: -1.6774 5.0752 2.1554  0.33
H: -8.1967 2.7397 0.9527  -0.25
H: -3.6911 3.4936 -1.4933  0.55
H: -1.7064 3.1122 -2.0571  1.07
H: -1.5808 5.0699 -1.6807  0.26
H: 2.7982 2.4144 0.7445  0.21
H: -4.1565 -3.0125 1.0759  0.77
H: -0.6327 -0.6597 2.7064  1.17
H: 2.1083 -1.3400 -3.2922  0.28
H: 2.9941 -3.8815 -2.6821  0.78
H: -1.8360 -1.8445 0.1064  0.23
H: 0.9790 4.0375 -1.8626  0.54
H: -1.8884 1.4231 -1.7493  0.21
H: 0.2423 1.9636 -2.7175  0.94
H: 2.5322 1.6875 -1.8704  0.22
H: -0.1698 5.3930 -0.5643  0.35
H: -5.9401 0.2140 -0.1412  0.06
H: -7.4666 0.4197 -0.9818  0.39
H: 3.1084 -2.7267 0.8199  0.17
H: -2.8762 0.1246 2.1179  0.49
H: -0.0779 4.1262 -3.9567  0.20
H: -7.1559 1.3709 1.5244  0.28
H: 3.0325 3.3255 -2.1979  0.43
H: 0.7511 0.2599 1.9869  0.65
H: -6.5612 3.0308 1.5141  0.77
H: 4.6841 1.1569 -1.1475  0.38
H: 0.0962 2.1234 0.9135  0.87
H: -1.6373 6.2955 -0.4243  0.37
H: 5.5458 2.1374 0.0130  0.39
H: -4.4777 1.7636 1.6983  0.64
H: 1.8957 -2.7988 -4.2827  0.40
H: 4.4726 0.9261 0.6330  0.12
H: -4.1691 1.8262 -1.7763  0.53
H: 1.4548 -3.9286 -1.8467  0.23
H: 0.5788 -2.3350 -3.2370  0.18

Cartesian forces (eV/Å) of the 6 atoms listed first:
-0.635 -1.393 2.141
0.016 0.226 0.092
1.598 -3.789 -1.589
-0.199 0.304 -0.330
0.811 -0.573 -0.752
-1.532 -0.303 -1.686

lowest unoccupied orbital energy: -9.041 eV
charge: +2
total energy: -17846.72323 Ha
HOMO-LUMO gap: 1.233 eV
highest occupied orbital energy: -10.274 eV
2S+1: 1

=====

# C3H3N3O2

One molecule with the formula C3H3N3O2 in a non-equilibrium geometry (wB97M-V/def2-TZVPD, OMol25).

Last column: natural (NBO) charge in e.
Positions of all 11 atoms, in Å:
O: 0.2122 1.3473 0.2826  -0.36
O: -0.3213 -0.8581 0.6085  -0.45
N: -0.8766 1.0419 -0.5716  -0.34
N: 2.7933 -0.5243 -0.7341  -0.23
N: -2.4144 -0.8761 -0.2575  -0.68
C: -1.3020 -0.3056 -0.1014  0.64
C: 1.8390 -0.3600 -0.1043  0.20
C: 0.7731 0.1358 0.7210  0.27
H: -3.0828 -0.2319 -0.6798  0.35
H: -1.5562 1.7434 -0.3369  0.38
H: 1.1352 0.2630 1.7386  0.23

Cartesian forces (eV/Å) of the 6 atoms listed first:
0.901 0.236 0.795
1.522 0.966 0.634
0.154 -2.472 0.202
-0.940 -0.186 0.561
0.402 0.553 0.006
-1.283 1.488 -0.320

lowest unoccupied orbital energy: 0.401 eV
SMILES: [H]/N=C1\NO[C@H](C#N)O1
total energy: -430.76519 Ha
HOMO-LUMO gap: 10.651 eV
highest occupied orbital energy: -10.250 eV
2S+1: 1

=====

# C8H21FIOP2Sn

C8H21FIOP2Sn as an isolated structure in a non-equilibrium geometry (wB97M-V/def2-TZVPD, OMol25).

Last column: natural (NBO) charge in e.
Positions of all 35 atoms, in Å:
I: 1.1726 0.1797 2.8947  0.62
Sn: 0.3312 0.0570 -0.2453  0.95
P: 0.2254 -2.5868 -0.0261  1.42
P: 0.2295 2.5999 0.0317  1.31
F: -0.8280 -1.1898 1.6868  -0.65
O: -2.9238 -0.0072 1.1635  -0.35
C: 0.3896 -3.2107 -1.6690  -0.99
C: -0.8290 0.0031 -2.1458  -0.88
C: -1.2273 3.2147 0.7825  -1.02
C: 1.6374 -2.9776 0.9884  -1.00
C: 1.6636 2.9847 0.9555  -1.02
C: -1.9573 0.1846 0.6077  0.52
C: 0.4015 3.1456 -1.6413  -1.00
C: -1.2397 -3.2670 0.7909  -0.96
H: 1.2381 2.6548 -2.1537  0.29
H: -1.3667 -2.9267 1.8211  0.32
H: 1.8478 -4.0079 0.6945  0.30
H: 0.6224 4.2077 -1.5032  0.31
H: 2.4997 -2.3360 0.7639  0.27
H: -1.4657 0.8730 -2.1446  0.25
H: -1.0999 -4.3292 0.8059  0.29
H: -0.5588 -3.0941 -2.1719  0.29
H: 0.0962 0.1050 -2.7186  0.23
H: -1.3184 -0.9516 -2.2025  0.25
H: 1.8580 4.0135 0.6462  0.31
H: -2.1475 -2.9795 0.2587  0.28
H: -1.3218 2.8573 1.8165  0.30
H: -1.0556 4.3023 0.7730  0.32
H: 1.4296 2.9214 2.0237  0.28
H: 0.6413 -4.2349 -1.4439  0.31
H: 1.4077 -2.9176 2.0614  0.30
H: -0.5172 3.0179 -2.2231  0.30
H: -2.1388 2.9767 0.2224  0.31
H: 1.1989 -2.6710 -2.1472  0.28
H: 2.5141 2.3398 0.7270  0.29

Cartesian forces (eV/Å) of the 6 atoms listed first:
-1.025 -1.062 -0.221
-2.751 -0.554 0.180
-0.340 0.167 1.990
0.598 -1.553 -0.574
2.833 2.392 1.415
0.982 0.748 -1.259

lowest unoccupied orbital energy (spin up / spin down): -15.005 / -15.033 eV
charge: +3
total energy: -1685.94128 Ha
HOMO-LUMO gap (spin up / spin down): 4.683 / 4.641 eV
highest occupied orbital energy (spin up / spin down): -19.688 / -19.674 eV
2S+1: 1

=====

How do the records compare in energy relative to the best compared isomer or geometry (same formula, charge and spin)? In the order shown, they have 0.0; 97.8; 20.3 kcal/mol.